Entry 1:
Here is 7 unconnected molecules or ions with the total composition C22H47Cl4NO13 from the Open Molecules 2025 dataset. Energies are from ωB97M-V/def2-TZVPD.

Geometry as XYZ:
```
87
Properties=species:S:1:pos:R:3:lowdin_charge:R:1
C 2.0739 -0.1053 -0.4019 -0.04
C 2.9782 0.9888 -0.9514 -0.43
C 2.4737 2.4155 -0.7095 -0.21
O 1.2300 2.7107 -1.2970 -0.19
C 1.2892 2.9273 -2.6981 -0.10
N 4.2734 0.9128 -0.2501 0.04
H 2.6014 -1.0565 -0.4987 0.08
H 1.1411 -0.1677 -0.9638 0.07
H 1.7698 0.0631 0.6337 0.07
H 3.0571 0.7938 -2.0329 0.13
H 3.2150 3.1770 -0.9816 0.13
H 2.3495 2.4683 0.3736 0.10
H 0.4307 3.5592 -2.9319 0.08
H 1.1613 2.0166 -3.2861 0.08
H 2.1918 3.4896 -2.9442 0.09
H 4.9421 1.4190 -0.8286 0.08
H 4.5761 -0.0564 -0.2467 0.07
C 0.0010 -3.5868 2.1026 -0.03
C 1.3948 -3.2401 1.5783 -0.20
O 2.4296 -3.5972 2.4832 0.07
C 2.5655 -2.8630 3.5732 -0.58
O 2.0089 -1.8153 3.7771 0.10
O 3.4512 -3.4417 4.3637 0.02
C 3.4794 -3.0349 5.7261 -0.03
H -0.0378 -4.6325 2.3947 0.09
H -0.7269 -3.2436 1.3674 0.07
H -0.1735 -2.9436 2.9681 0.07
H 1.4504 -2.1805 1.3110 0.10
H 1.6144 -3.7249 0.6274 0.10
H 4.0022 -2.0993 5.9214 0.10
H 3.9544 -3.8563 6.2549 0.10
H 2.4611 -2.9027 6.0963 0.10
C -2.2866 2.0940 -5.3377 -0.07
C -2.6960 0.9878 -6.2913 -0.21
O -2.8456 -0.2051 -5.5319 0.03
C -3.0705 -1.3211 -6.2200 -0.61
O -3.2572 -1.3937 -7.4001 0.14
O -3.0857 -2.3234 -5.3366 -0.02
C -2.7768 -3.6207 -5.8503 -0.03
H -2.2413 3.0930 -5.7696 0.08
H -1.2840 1.9494 -4.9241 0.07
H -2.9603 2.1225 -4.4783 0.07
H -1.9144 0.8891 -7.0416 0.13
H -3.6421 1.2647 -6.7500 0.13
H -3.4481 -3.8394 -6.6780 0.10
H -2.8588 -4.3179 -5.0198 0.07
H -1.7228 -3.6597 -6.1385 0.10
C -1.4380 5.3503 3.4102 -0.06
C -1.1865 4.0564 4.1966 -0.20
O -0.3916 3.1344 3.4445 -0.01
C 0.9276 3.3272 3.3896 -0.63
O 1.5133 4.2208 3.9150 0.15
O 1.4351 2.3092 2.7242 -0.01
C 2.8416 2.1088 2.8297 -0.04
H -0.5149 5.8688 3.1580 0.08
H -2.0662 5.9820 4.0372 0.08
H -1.9267 5.0859 2.4718 0.06
H -2.1215 3.5094 4.2886 0.12
H -0.7050 4.2864 5.1465 0.12
H 3.0741 2.3646 3.8726 0.10
H 3.3958 2.8379 2.2405 0.09
H 3.2291 1.1045 2.7001 0.09
C -1.5795 -0.9914 -2.1196 -0.08
C -2.2069 -0.9254 -0.7437 -0.20
O -1.1433 -0.7310 0.1993 0.00
C -1.4261 -0.8708 1.4870 -0.69
O -2.3919 -1.3730 1.9946 0.12
O -0.4269 -0.3395 2.1605 -0.01
C -0.3205 -0.5140 3.5730 -0.03
H -1.1560 -0.0148 -2.3692 0.07
H -2.2976 -1.2543 -2.8961 0.07
H -0.7860 -1.7364 -2.1534 0.04
H -2.6390 -1.9012 -0.5039 0.11
H -2.9742 -0.1562 -0.6573 0.12
H -0.2776 0.4925 3.9878 0.09
H 0.6439 -0.9905 3.7543 0.03
H -1.1346 -1.0951 3.9958 0.10
C -1.3243 -5.5475 -0.7568 -1.03
Cl -1.5448 -4.4374 -2.0876 0.59
Cl 0.3502 -6.1279 -0.6505 0.53
H -1.6187 -5.0624 0.1723 0.01
H -2.0232 -6.3814 -0.7852 0.03
C -1.6828 2.8621 0.1953 -0.96
Cl -2.5257 3.5882 -1.2005 0.50
Cl -2.9523 2.3116 1.3303 0.56
H -1.1716 1.9828 -0.1784 0.00
H -0.9962 3.5539 0.6648 0.02
```

Summary:
SMILES	COC[C@H](C)N.CCOC(=O)OC.CCOC(=O)OC.CCOC(=O)OC.CCOC(=O)OC.ClCCl.ClCCl
multiplicity	1
Kohn-Sham gap	10.0739	eV
relative energy (zero: lowest compared OMol25 entry of this formula, charge and spin)	50.95	kJ/mol
largest force on an atom	2.57	eV/A
electronic energy	-3740.0956	a.u.
LUMO	0.57	eV

Entry 2:
Here is 5 unconnected molecules or ions with the total composition C22H47ClN2O9PS4 from the Open Molecules 2025 dataset. Energies are from ωB97M-V/def2-TZVPD.

Geometry as XYZ:
```
86
Properties=species:S:1:pos:R:3:lowdin_charge:R:1
C -1.4333 -7.4541 -2.4100 -0.12
C -1.8765 -6.9697 -3.8499 -0.21
C -1.4583 -5.4594 -3.9909 -0.18
O -0.0403 -5.2832 -4.1905 -0.10
O 0.1600 -4.3029 -5.1502 -0.02
C 1.3731 -3.6241 -4.8751 -0.36
O 2.2999 -3.8135 -5.5919 0.20
C 1.3314 -2.6513 -3.6645 -0.02
C 0.3172 -1.5838 -3.7079 0.09
C 0.1784 -0.6188 -2.6032 -0.10
C -0.9141 0.4727 -2.7869 -0.10
C -0.4398 1.4309 -3.9500 -0.26
N 0.8360 2.1363 -3.6703 0.00
N 1.0090 -0.7305 -1.4867 0.03
C 0.8788 0.1818 -0.3405 -0.22
O 1.8785 1.2106 -0.3378 -0.18
C 1.4549 2.1233 0.7264 -0.07
C 1.9962 -1.7107 -1.4151 -0.47
Cl 3.0989 -1.8280 -0.0220 0.77
C 2.2194 -2.7037 -2.4829 -0.24
P 3.6068 -4.0034 -2.3468 0.90
C 4.7279 -3.5535 -3.8099 -0.26
O 2.9751 -5.5486 -2.5743 -0.32
H -1.4101 -8.5764 -2.3116 0.08
H -0.4005 -7.0619 -2.1739 0.07
H -2.1186 -6.9883 -1.6526 0.07
H -1.4359 -7.6276 -4.6498 0.12
H -2.9942 -7.0754 -3.9305 0.12
H -1.7476 -4.9308 -3.0422 0.12
H -2.0175 -5.0160 -4.8619 0.13
H -0.3532 -1.5307 -4.5991 0.14
H -1.8588 -0.0562 -3.1052 0.14
H -1.1261 1.1022 -1.8911 0.11
H -0.2908 0.8509 -4.9098 0.11
H -1.2127 2.2324 -4.1444 0.12
H 1.2985 1.8088 -2.8201 0.05
H 1.4896 2.0221 -4.4494 0.08
H 1.0219 -0.3933 0.6256 0.12
H -0.1154 0.6867 -0.2496 0.13
H 0.8730 2.9490 0.2392 0.10
H 2.3354 2.5215 1.3009 0.11
H 0.8016 1.6136 1.4893 0.08
H 4.3503 -2.5921 -4.2723 0.05
H 5.7802 -3.3683 -3.4855 0.04
H 4.6322 -4.3247 -4.6247 0.05
H 3.3721 -6.0827 -1.8594 0.05
C -1.8865 5.6030 1.1125 -0.27
S -1.7714 4.5820 2.5914 0.83
O -0.6031 3.6659 2.4155 -0.57
C -3.2628 3.6237 2.2677 -0.26
H -1.0224 6.2659 1.0840 0.04
H -1.8890 4.9701 0.2232 0.06
H -2.7996 6.1995 1.1544 0.05
H -3.1772 3.1174 1.3045 0.05
H -4.1279 4.2878 2.2684 0.06
H -3.3745 2.8829 3.0590 0.04
C -2.2545 9.8281 4.2932 -0.27
S -3.1487 9.5884 2.7473 0.82
O -3.8271 8.2619 2.8253 -0.57
C -1.6826 9.3867 1.7173 -0.28
H -2.9813 9.9395 5.0970 0.05
H -1.6204 8.9632 4.4936 0.06
H -1.6480 10.7322 4.2257 0.06
H -1.0844 8.5505 2.0829 0.04
H -1.0955 10.3057 1.7365 0.06
H -2.0044 9.1846 0.6959 0.05
C 2.6642 -2.5010 5.2871 -0.26
S 3.5344 -2.6159 3.7146 0.78
O 4.9634 -2.9077 4.0139 -0.55
C 3.4127 -0.8609 3.3147 -0.29
H 2.6501 -3.4896 5.7453 0.05
H 3.1807 -1.8017 5.9463 0.06
H 1.6415 -2.1679 5.1103 0.02
H 3.8797 -0.2677 4.1023 0.06
H 2.3615 -0.5863 3.2082 0.03
H 3.9313 -0.6842 2.3727 0.01
C -2.2896 -0.5141 3.7124 -0.27
S -1.1910 -1.9080 4.0236 0.83
O 0.0801 -1.6484 3.2817 -0.58
C -2.1361 -3.1083 3.0687 -0.26
H -1.8688 0.3697 4.1916 0.05
H -2.3738 -0.3402 2.6383 0.05
H -3.2717 -0.7239 4.1380 0.06
H -2.2301 -2.7697 2.0357 0.05
H -3.1232 -3.2318 3.5158 0.06
H -1.6068 -4.0603 3.0922 0.05
```

Summary:
multiplicity	1
Kohn-Sham gap	5.8894	eV
largest force on an atom	3.21	eV/A
charge	+1
electronic energy	-4046.8776	a.u.
LUMO	-4.45	eV

Entry 3:
Here is a molecular structure, C22H47GdNO4Si2 from the Open Molecules 2025 dataset. Energies are from ωB97M-V/def2-TZVPD.

Geometry as XYZ:
```
77
Properties=species:S:1:pos:R:3:mulliken_spin:R:1
O 0.5425 -0.0377 1.3651 -0.18
O 3.4180 1.8514 -1.1234 0.00
C 0.0195 1.2753 1.7837 0.00
C -0.5926 1.2650 3.1701 0.00
H -0.7359 1.5428 1.0332 0.00
H 0.8488 1.9843 1.6865 0.00
H -1.3647 0.4875 3.2783 0.00
H -1.0972 2.2265 3.3322 0.00
H 0.1722 1.1347 3.9482 0.00
C 1.3554 -0.7929 2.3401 0.00
C 2.5442 0.0193 2.8068 0.00
H 1.6531 -1.7143 1.8126 0.00
H 0.6992 -1.0543 3.1761 0.00
H 3.1230 0.4289 1.9688 0.00
H 3.1987 -0.6426 3.3843 0.00
H 2.2371 0.8376 3.4733 0.00
C 4.4520 1.1453 -1.8523 0.00
C 3.7689 3.1177 -0.5457 0.00
C 5.2000 0.1440 -1.0000 0.00
H 5.1585 1.8605 -2.3094 0.00
H 3.9241 0.6208 -2.6610 0.00
H 5.7611 0.6389 -0.2002 0.00
H 5.9155 -0.3798 -1.6367 0.00
H 4.5121 -0.5962 -0.5751 0.00
C 5.0088 3.0654 0.3199 0.00
H 2.8917 3.4080 0.0496 0.00
H 3.8895 3.8680 -1.3462 0.00
H 4.9308 2.2707 1.0704 0.00
H 5.1244 4.0168 0.8444 0.00
H 5.9096 2.9112 -0.2850 0.00
H 1.4439 1.1099 -0.7006 -0.01
Gd -0.7645 -1.4235 0.0546 7.70
C 0.8772 0.8159 -1.6127 -0.01
Si 0.8603 2.1400 -3.0099 0.00
H 1.3610 -0.0851 -2.0146 -0.01
H -0.1815 0.5954 -1.3587 -0.01
C 0.4589 3.7916 -2.2392 0.00
C -0.4405 1.5981 -4.2662 0.00
C 2.3831 2.4105 -4.0839 0.00
C -2.8139 -0.3419 0.4694 -0.35
Si -4.3125 -1.1073 -0.3282 -0.02
H -2.6080 0.6762 0.0810 -0.02
H -3.0636 -0.1896 1.5351 0.02
C -4.4914 -0.5021 -2.1033 0.00
C -5.8850 -0.6387 0.5950 -0.01
C -4.2640 -2.9920 -0.2792 0.00
H 2.2280 3.2942 -4.7196 0.00
H 2.5446 1.5539 -4.7560 0.00
H 3.3057 2.5884 -3.5229 0.00
H -0.5456 3.7721 -1.7992 0.00
H 0.4889 4.5737 -3.0088 0.00
H 1.1894 4.0407 -1.4612 0.00
H -1.3117 1.1370 -3.7831 0.00
H -0.0117 0.8715 -4.9734 0.00
H -0.7953 2.4527 -4.8543 0.00
H -5.8410 0.4049 0.9311 0.00
H -6.0242 -1.2848 1.4717 0.00
H -6.7582 -0.7563 -0.0604 0.00
H -4.0692 -3.3545 0.7395 0.00
H -3.5171 -3.4367 -0.9506 0.00
H -5.2512 -3.3705 -0.5834 0.00
H -5.4859 -0.7814 -2.4775 0.00
H -3.7336 -0.9409 -2.7655 0.00
H -4.4059 0.5920 -2.1484 0.00
O -1.0782 -5.7021 -0.2262 0.00
C -1.0207 -4.5361 0.1279 -0.01
O -0.6968 -3.4899 -0.6225 -0.03
C -1.4053 -4.1848 1.5597 0.00
C -2.0203 -5.0955 2.4149 0.00
C -2.4604 -4.6636 3.6669 0.00
C -2.2728 -3.3241 4.0208 0.00
C -1.6631 -2.4538 3.1213 0.00
N -1.2230 -2.8759 1.9044 -0.07
H -2.1423 -6.1095 2.0448 0.00
H -2.9494 -5.3600 4.3417 0.00
H -2.6026 -2.9261 4.9797 0.00
H -1.4987 -1.3952 3.3413 -0.01
```

Summary:
multiplicity	8
Kohn-Sham gap (alpha / beta)	8.1422 / 8.8896	eV
relative energy (zero: lowest compared OMol25 entry of this formula, charge and spin)	0.00	kJ/mol
largest force on an atom	1.47	eV/A
charge	+1
electronic energy	-2566.6832	a.u.
<S²>	16.0626
LUMO (alpha / beta)	-3.82 / -3.07	eV